[1]
A 9-piece molecular cluster, C25H43FN10O4S overall in a non-equilibrium geometry, computed with ωB97M-V with the def2-TZVPD basis set.

Positions of all 84 atoms, in Å:
C1 -0.970 5.691 0.954
O1 -1.834 4.566 0.802
C2 -1.430 3.737 -0.260
N1 -1.960 2.356 -0.095
C3 -1.041 1.457 -0.852
C4 -1.752 0.266 -1.565
C5 -1.650 -1.099 -0.778
C6 -1.420 -2.359 -1.659
N2 -0.107 -2.400 -2.346
C7 0.156 -3.842 -2.639
C8 0.984 -1.984 -1.491
C9 1.238 -2.463 -0.036
O2 1.787 -1.231 -1.957
S1 -2.024 1.947 1.518
O3 -2.316 0.565 1.700
O4 -0.760 2.258 2.137
F1 -3.208 2.716 2.229
H1 -1.600 6.596 0.991
H2 -0.231 5.776 0.146
H3 -0.446 5.624 1.925
H4 -1.813 4.152 -1.209
H5 -0.322 3.709 -0.268
H6 -0.262 1.013 -0.202
H7 -0.559 2.053 -1.642
H8 -2.822 0.510 -1.660
H9 -1.350 0.147 -2.582
H10 -0.933 -0.984 0.050
H11 -2.637 -1.242 -0.301
H12 -2.199 -2.341 -2.467
H13 -1.617 -3.293 -1.106
H14 -0.751 -4.243 -3.126
H15 0.265 -4.397 -1.680
H16 1.070 -3.967 -3.239
H17 1.063 -1.581 0.609
H18 2.277 -2.824 0.061
H19 0.471 -3.214 0.252
C10 -1.812 -4.462 3.274
C11 -1.357 -4.416 1.893
N3 -0.994 -4.379 0.805
H20 -1.995 -3.461 3.665
H21 -2.740 -5.025 3.371
H22 -1.074 -4.934 3.923
C12 2.633 2.887 1.811
C13 2.492 3.675 0.594
N4 2.375 4.296 -0.366
H23 3.134 3.454 2.596
H24 1.661 2.580 2.200
H25 3.217 1.983 1.638
C14 -0.946 -7.999 -3.817
C15 -1.541 -6.671 -3.871
N5 -2.006 -5.623 -3.910
H26 0.019 -7.980 -3.311
H27 -1.586 -8.698 -3.279
H28 -0.786 -8.402 -4.817
C16 0.627 3.314 5.219
C17 2.023 3.729 5.141
N6 3.122 4.053 5.072
H29 0.167 3.275 4.230
H30 0.533 2.324 5.664
H31 0.043 4.005 5.827
C18 1.604 8.198 -2.274
C19 0.300 7.573 -2.104
N7 -0.726 7.079 -1.965
H32 2.401 7.555 -1.901
H33 1.810 8.404 -3.324
H34 1.663 9.144 -1.736
C20 -3.243 0.742 -5.954
C21 -3.195 -0.293 -4.930
N8 -3.157 -1.108 -4.124
H35 -4.268 1.057 -6.150
H36 -2.679 1.625 -5.652
H37 -2.821 0.388 -6.894
C22 6.054 -3.302 0.496
C23 4.760 -3.928 0.736
N9 3.740 -4.420 0.921
H38 6.867 -3.912 0.890
H39 6.234 -3.161 -0.569
H40 6.115 -2.324 0.972
C24 0.266 -0.971 4.816
C25 0.489 -2.337 5.274
N10 0.663 -3.414 5.632
H41 0.509 -0.862 3.759
H42 -0.775 -0.674 4.946
H43 0.882 -0.263 5.371

- LUMO (eV) = 0.3483
- orbital gap (eV) = 8.4
- F_max (eV/A) = 3.07
- 2S+1 = 1
- E_HOMO (Ha) = -0.296
- SMILES string = COCN(CCCCN(C)C(C)=O)S(=O)(=O)F.CC#N.CC#N.CC#N.CC#N.CC#N.CC#N.CC#N.CC#N


[2]
A 7-piece molecular cluster, C25H43NO18 overall in a non-equilibrium geometry, computed with ωB97M-V with the def2-TZVPD basis set.

Positions of all 87 atoms, in Å:
C1 7.120 1.212 -1.649
C2 6.019 2.206 -2.063
C3 5.822 2.313 -3.573
O1 4.478 1.910 -3.806
C4 3.917 1.496 -2.710
O2 2.774 0.985 -2.612
O3 4.721 1.636 -1.685
H1 6.933 0.202 -1.984
H2 7.330 1.237 -0.579
H3 8.031 1.690 -2.079
H4 6.142 3.180 -1.594
H5 6.494 1.696 -4.169
H6 6.105 3.345 -3.917
C5 -2.966 -2.151 4.738
C6 -3.146 -3.246 3.669
C7 -2.997 -4.670 4.211
O4 -4.335 -5.138 4.324
C8 -5.062 -4.410 3.645
O5 -6.289 -4.608 3.507
O6 -4.483 -3.315 3.255
H7 -1.968 -1.987 5.028
H8 -3.549 -2.460 5.633
H9 -3.345 -1.216 4.395
H10 -2.408 -3.124 2.846
H11 -2.410 -4.706 5.138
H12 -2.579 -5.356 3.486
C9 3.846 -1.965 -0.415
C10 5.123 -1.279 -0.148
C11 5.609 -1.473 1.301
O7 6.879 -2.028 1.108
C12 7.192 -2.192 -0.158
O8 8.288 -2.484 -0.627
O9 6.157 -1.849 -0.879
H13 3.591 -1.974 -1.450
H14 2.948 -1.469 0.070
H15 3.780 -2.976 -0.069
H16 5.099 -0.188 -0.437
H17 4.976 -2.185 1.826
H18 5.715 -0.506 1.895
C13 -4.878 -1.553 0.476
O10 -5.489 -0.342 0.250
C14 -4.863 0.411 -0.552
O11 -3.501 0.121 -1.058
O12 -5.457 1.552 -0.798
C15 -4.772 2.589 -1.666
H19 -5.659 -2.265 0.887
H20 -3.998 -1.493 1.129
H21 -4.714 -2.081 -0.451
H22 -5.480 3.355 -1.737
H23 -4.693 2.265 -2.677
H24 -3.833 2.966 -1.372
C16 0.107 -1.138 3.066
O13 0.100 0.011 2.247
C17 -1.021 0.669 2.055
O14 -2.256 0.088 2.350
O15 -0.914 1.836 1.453
C18 -2.145 2.630 1.417
H25 1.123 -1.534 3.139
H26 -0.472 -1.981 2.700
H27 -0.271 -0.913 4.063
H28 -1.918 3.619 1.052
H29 -2.621 2.803 2.375
H30 -2.942 2.136 0.929
C19 -3.191 6.289 -3.795
O16 -2.317 5.879 -2.752
C20 -1.816 4.672 -2.761
O17 -2.421 3.737 -3.636
O18 -0.896 4.355 -1.808
C21 -0.517 2.957 -1.721
H31 -3.829 5.522 -4.105
H32 -2.645 6.477 -4.726
H33 -3.799 7.060 -3.298
H34 0.263 2.874 -2.404
H35 -1.382 2.279 -1.916
H36 -0.035 2.779 -0.759
C22 0.355 -0.788 -1.480
C23 0.040 -1.958 -0.586
C24 -1.446 -2.214 -0.462
C25 -1.721 -3.557 0.061
N1 -1.989 -4.643 0.393
H37 1.387 -0.514 -1.428
H38 -0.258 0.040 -1.226
H39 0.000 -0.945 -2.487
H40 0.481 -1.800 0.413
H41 0.534 -2.859 -0.952
H42 -1.926 -2.226 -1.461
H43 -1.878 -1.346 0.145

- LUMO (eV) = 0.0936
- energy above the lowest of the compared OMol25 structures with the same formula, charge and spin (kJ/mol) = 489.8
- orbital gap (eV) = 9.8
- F_max (eV/A) = 9.54
- 2S+1 = 1
- E_HOMO (Ha) = -0.357
- SMILES string = C[C@H]1COC(=O)O1.C[C@H]1COC(=O)O1.C[C@H]1COC(=O)O1.COC(=O)OC.COC(=O)OC.COC(=O)OC.CCCC#N


[3]
C25H44Br2ClF3N3O5PS as an isolated structure in a non-equilibrium geometry, computed with ωB97M-V with the def2-TZVPD basis set.

Positions of all 85 atoms, in Å:
C1 1.694 -4.785 3.851
C2 0.140 -4.350 3.826
O1 -0.538 -4.256 4.864
O2 -0.388 -4.130 2.505
C3 -0.611 -2.681 2.329
C4 -1.646 -2.487 1.089
C5 -1.898 -0.924 0.720
C6 -3.514 -0.864 0.970
C7 -4.461 -1.786 0.112
C8 -5.826 -0.938 -0.194
C9 -4.004 -2.412 -1.255
O3 -1.443 -0.224 1.925
S1 -0.073 0.652 1.835
O4 0.781 0.225 3.026
O5 -0.465 2.092 2.136
C10 0.996 0.457 0.339
C11 1.648 1.933 0.121
C12 2.506 2.528 1.327
C13 4.076 2.689 0.933
C14 4.997 3.107 2.169
N1 6.427 3.008 1.673
P1 2.553 -0.538 0.846
N2 3.659 -0.552 -0.345
C15 0.173 -0.118 -0.948
C16 0.795 -1.505 -1.567
C17 0.902 -2.858 -0.816
N3 1.080 -3.944 -1.569
C18 0.505 0.730 -2.297
C19 0.112 2.192 -2.642
C20 1.261 2.825 -3.609
F1 2.392 3.304 -2.898
Br1 0.379 4.475 -4.370
C21 1.616 1.884 -4.870
F2 0.457 1.298 -5.475
F3 2.641 0.939 -4.620
Br2 2.372 3.071 -6.315
C22 -1.413 -0.370 -0.674
C23 -2.412 0.765 -1.210
C24 -2.363 2.215 -0.610
C25 -3.332 2.656 0.562
Cl1 -2.907 3.360 -1.996
H1 1.988 -5.290 4.822
H2 2.336 -3.882 3.594
H3 1.801 -5.515 2.965
H4 -1.089 -2.337 3.318
H5 0.392 -2.179 2.157
H6 -2.566 -2.993 1.579
H7 -1.446 -3.164 0.206
H8 -3.618 -1.198 2.072
H9 -3.942 0.181 0.962
H10 -4.829 -2.651 0.783
H11 -6.099 -0.234 0.655
H12 -6.654 -1.720 -0.369
H13 -5.658 -0.431 -1.199
H14 -4.795 -3.115 -1.706
H15 -3.872 -1.571 -2.035
H16 -3.017 -2.991 -1.252
H17 0.790 2.666 -0.005
H18 2.371 1.960 -0.775
H19 2.449 1.989 2.320
H20 2.167 3.610 1.541
H21 4.516 1.751 0.463
H22 4.155 3.541 0.164
H23 4.853 4.201 2.457
H24 4.919 2.373 3.038
H25 6.556 2.081 1.225
H26 7.090 3.094 2.453
H27 2.287 -1.874 1.266
H28 3.242 0.039 1.973
H29 3.310 -0.054 -1.172
H30 0.128 -1.769 -2.477
H31 1.830 -1.340 -2.049
H32 0.925 -3.132 0.283
H33 1.084 -3.661 -2.569
H34 0.231 0.154 -3.263
H35 1.664 0.733 -2.345
H36 -0.815 2.192 -3.331
H37 -0.083 2.987 -1.873
H38 -1.619 -1.237 -1.414
H39 -2.183 0.851 -2.343
H40 -3.516 0.434 -1.282
H41 -1.309 2.443 -0.252
H42 -3.216 3.778 0.787
H43 -3.215 2.079 1.543
H44 -4.411 2.521 0.205

- LUMO (eV) = -0.2901
- orbital gap (eV) = 8.7
- F_max (eV/A) = 8.22
- 2S+1 = 1
- E_HOMO (Ha) = -0.331